Entry from the OMol25 dataset: a structure of composition C21H33CoN4O10S (ωB97M-V/def2-TZVPD).

Calculated values
frontier orbital gap	8.9	eV
max |F|	0.008	hartree/bohr
E_HOMO	-15.34	eV
energy relative to the best compared isomer or geometry (same formula, charge and spin)	0.178	eV
charge	+2

Cartesian coordinates (Å):
1 Co 0.339 0.523 -0.275
2 C 1.935 2.829 -4.454
3 N 0.780 2.357 -3.685
4 C -0.482 2.250 -4.425
5 C 0.859 1.996 -2.431
6 O -0.142 1.610 -1.762
7 C 2.201 2.040 -1.715
8 O 2.028 1.468 -0.405
9 C 2.236 2.314 0.741
10 C 0.893 2.542 1.412
11 O -0.087 1.859 0.999
12 N 0.779 3.404 2.389
13 C -0.517 3.645 3.031
14 C 1.905 4.186 2.909
15 H 1.588 3.574 -5.167
16 H 2.389 2.003 -5.001
17 H 2.676 3.301 -3.815
18 H -0.820 3.246 -4.707
19 H -1.228 1.766 -3.806
20 H -0.307 1.661 -5.324
21 H 2.551 3.069 -1.625
22 H 2.955 1.453 -2.239
23 H 2.699 3.250 0.434
24 H 2.914 1.787 1.414
25 H -1.315 3.236 2.420
26 H -0.652 4.719 3.140
27 H -0.527 3.181 4.017
28 H 2.858 3.721 2.673
29 H 1.818 4.229 3.992
30 H 1.877 5.200 2.512
31 C -4.062 1.565 2.854
32 C -3.056 0.423 2.930
33 C -3.090 -0.490 1.710
34 S -2.580 0.408 0.219
35 O -1.286 -0.344 -0.228
36 C -3.791 -0.078 -1.029
37 C -3.599 -1.460 -1.640
38 C -3.886 -2.630 -0.708
39 H -4.028 2.174 3.756
40 H -5.080 1.184 2.758
41 H -3.870 2.225 2.004
42 H -3.270 -0.201 3.799
43 H -2.039 0.801 3.068
44 H -4.082 -0.905 1.537
45 H -2.374 -1.309 1.781
46 H -3.720 0.705 -1.785
47 H -4.754 0.035 -0.523
48 H -2.585 -1.533 -2.037
49 H -4.270 -1.496 -2.500
50 H -3.126 -2.729 0.068
51 H -3.893 -3.561 -1.271
52 H -4.862 -2.533 -0.229
53 O 1.119 -0.943 -1.204
54 C 1.395 -1.453 -0.067
55 O 1.077 -0.719 0.929
56 C 1.989 -2.785 0.092
57 C 1.533 -3.605 1.118
58 C 2.073 -4.869 1.229
59 C 3.062 -5.336 0.385
60 C 3.493 -4.482 -0.612
61 C 2.971 -3.219 -0.791
62 N 4.556 -4.940 -1.539
63 O 4.974 -6.061 -1.382
64 O 4.923 -4.146 -2.379
65 N 1.569 -5.756 2.305
66 O 2.122 -6.818 2.442
67 O 0.655 -5.327 2.978
68 H 0.774 -3.282 1.815
69 H 3.480 -6.327 0.498
70 H 3.333 -2.602 -1.600

Atomic forces in eV per Å
Co 0.35 0.26 0.00
C -0.01 -0.01 0.00
N 0.01 0.06 0.01
C 0.01 0.00 0.00
C -0.03 0.02 0.07
O 0.00 -0.08 -0.13
C 0.01 0.05 -0.05
O 0.12 0.14 0.00
C 0.04 0.06 0.02
C -0.02 -0.06 0.03
O -0.14 0.10 0.03
N 0.01 0.02 -0.01
C 0.00 0.00 0.00
C -0.01 -0.01 0.00
H 0.00 0.00 0.00
H 0.00 0.00 -0.01
H 0.00 -0.01 0.00
H -0.01 0.00 0.00
H 0.00 0.00 0.00
H 0.00 0.00 0.00
H 0.02 -0.01 -0.01
H -0.02 -0.04 0.02
H 0.01 -0.01 -0.01
H -0.01 -0.02 0.00
H 0.00 0.00 0.00
H 0.00 0.00 0.00
H 0.00 0.00 0.00
H 0.00 0.00 0.00
H 0.00 0.00 0.00
H 0.00 0.00 0.00
C -0.01 0.01 0.01
C 0.01 -0.03 0.01
C 0.02 0.00 -0.01
S -0.01 -0.03 -0.03
O -0.13 -0.14 0.03
C 0.00 -0.02 0.03
C 0.01 0.00 -0.01
C 0.02 -0.01 0.01
H 0.00 0.00 0.00
H 0.00 0.00 0.00
H 0.00 -0.01 0.00
H 0.02 0.00 0.00
H 0.00 0.02 -0.01
H -0.01 0.04 0.00
H -0.03 -0.02 0.00
H 0.02 0.00 0.00
H -0.01 0.01 -0.03
H -0.01 0.00 -0.02
H -0.02 -0.01 0.02
H -0.01 0.00 0.00
H 0.01 0.00 0.00
H 0.00 0.00 -0.01
O -0.05 -0.08 0.02
C -0.07 -0.04 -0.04
O -0.10 -0.18 0.08
C 0.02 0.04 -0.01
C 0.09 0.03 0.07
C -0.04 -0.03 -0.02
C 0.00 0.01 -0.01
C 0.00 -0.01 -0.01
C -0.07 -0.05 -0.08
N 0.03 0.01 0.02
O -0.01 -0.01 -0.01
O -0.01 0.00 -0.01
N 0.13 0.09 0.13
O -0.05 -0.03 -0.05
O -0.04 -0.03 -0.04
H -0.01 0.00 -0.01
H 0.00 0.00 0.00
H -0.01 0.01 0.00